{"formula": "C30H45Cl2N2PTi", "method": "ωB97M-V/def2-TZVPD", "s2": 0.7702, "largest_force_ev_per_a": 2.44, "orbital_gap_ha": [0.1782, 0.1929], "total_energy_ev": -92274.4424, "charge": -1, "homo_ev": [-2.33, -2.74], "multiplicity": 2, "lumo_ha": [0.09246, 0.09231], "elements": ["H", "C", "C", "H", "C", "H", "H", "C", "C", "H", "C", "C", "H", "H", "H", "H", "H", "H", "H", "H", "H", "H", "C", "H", "H", "H", "H", "H", "H", "H", "H", "H", "H", "H", "C", "H", "H", "C", "P", "C", "C", "Cl", "N", "N", "H", "C", "C", "H", "H", "C", "H", "C", "Cl", "H", "C", "C", "Ti", "H", "H", "H", "H", "C", "H", "C", "C", "H", "H", "C", "C", "H", "C", "C", "H", "C", "H", "H", "C", "C", "C", "H", "C"], "coordinates": [[4.1456, 4.4541, -3.1250], [-3.2435, -1.0423, -0.7574], [-0.8020, -3.5152, -5.1568], [2.2746, 1.0816, 6.3442], [1.6816, 2.8065, -1.4529], [0.5625, -0.8573, -3.3750], [-4.4237, 2.5683, -3.4205], [-1.1453, 1.8281, -3.2049], [-3.9096, 0.0336, 0.1167], [-2.2169, -2.0594, 0.8479], [1.9840, 1.2648, 4.2370], [-2.8010, 2.8649, -4.8180], [-3.9490, -1.3063, -1.5579], [-4.6823, 1.7838, -4.9803], [-2.1107, 3.7379, -2.9608], [-1.3938, -4.5667, -3.3649], [-0.4062, 2.0425, -2.4320], [-4.1882, 0.1111, -3.1932], [1.0423, -2.3732, -5.2998], [2.0967, 4.8845, -1.7853], [-0.7270, -2.5397, -2.0487], [-0.2446, -0.8546, 2.7991], [1.0304, 0.2463, 4.1350], [-4.1491, 0.9195, -0.4796], [-3.9883, -3.7297, 1.3304], [2.1236, 2.1389, 0.9757], [-0.8874, 3.7175, -4.2324], [-0.6395, 1.2655, -3.9977], [-2.9602, -2.0360, -4.0903], [-5.6470, 0.2594, 1.3888], [-1.2840, -2.9281, -5.9523], [4.8756, 2.1158, -3.5536], [-3.2090, 0.3648, 0.8922], [-2.7162, 1.6240, -1.8033], [-3.3723, 0.6949, -3.6350], [-5.8526, -2.1714, 1.9978], [-2.3648, 2.3377, -5.6792], [-1.2570, -1.8696, -2.7413], [-1.6931, -0.4606, -1.6091], [-5.1936, -0.5132, 0.7562], [-0.2453, -1.4470, -3.8202], [0.6354, -2.3276, -0.0009], [0.8890, 0.6045, 1.7696], [2.5511, 1.5923, 5.4929], [-3.2108, 3.8086, -5.1981], [3.5711, 3.6224, -2.7265], [-3.9226, 2.0051, -4.2204], [0.8715, -3.2915, -3.8002], [-4.2712, -1.5204, 2.4226], [-1.7010, 3.1352, -3.7832], [1.7677, -0.6245, -1.6569], [2.3727, 1.9535, 3.0832], [-1.0547, 2.1370, 0.3327], [3.2562, 2.3396, 5.5724], [-4.2293, -2.8499, 0.7212], [-2.4102, -2.6645, -3.3790], [0.0000, 0.0000, 0.0000], [-2.9469, 0.0897, -4.4458], [-0.7434, -0.8061, -4.5595], [-3.1256, -2.9921, -2.6181], [-4.9199, -3.1878, -0.0652], [1.3676, 0.2968, -1.2023], [-2.6738, -4.4552, -4.5749], [0.4902, -0.0651, 2.8856], [-2.9516, -2.3071, 0.0700], [-5.9206, -0.7435, -0.0363], [3.5498, 0.2239, -2.6465], [0.3232, -2.6819, -4.5311], [-2.2826, 0.9954, -2.5934], [-0.3935, -4.4161, -5.6302], [3.9815, 2.3097, -2.9677], [2.0775, 1.4742, -1.6884], [3.1073, 2.7470, 3.1351], [-1.8522, -3.8988, -4.1072], [-2.4733, -3.0749, -0.5464], [0.7844, 2.9848, -0.8688], [-4.9196, -1.7792, 1.5751], [2.4183, 3.8635, -1.9717], [3.2395, 1.2490, -2.4583], [0.7115, -0.3027, 5.0122], [1.8102, 1.6070, 1.8519]], "forces_ev_per_a": [[-0.05, -0.06, 0.03], [-0.21, -0.13, -0.45], [0.04, 0.00, 0.12], [0.34, 0.64, -1.09], [0.35, 0.23, -0.11], [-0.16, -0.05, -0.01], [0.06, -0.05, -0.07], [-0.16, 0.06, 0.09], [-0.06, -0.22, -0.09], [-0.06, -0.06, -0.05], [0.53, 0.26, 1.21], [-0.01, -0.01, 0.13], [-0.16, -0.08, 0.16], [0.05, 0.05, 0.05], [0.03, -0.05, -0.07], [-0.03, 0.07, -0.07], [-0.08, -0.09, -0.19], [0.05, 0.05, -0.05], [-0.07, -0.05, 0.08], [0.02, -0.05, -0.03], [-0.07, 0.09, -0.13], [0.04, -0.04, -0.30], [-0.23, -0.01, -0.50], [0.05, -0.07, 0.08], [-0.05, 0.09, -0.05], [-0.23, -0.12, -0.56], [-0.09, -0.06, 0.06], [-0.01, 0.05, 0.07], [0.04, -0.08, 0.04], [0.03, -0.09, -0.05], [0.04, -0.05, 0.09], [-0.04, 0.03, 0.02], [-0.08, 0.00, -0.06], [0.02, -0.04, -0.09], [0.06, 0.31, 0.05], [0.08, 0.04, -0.03], [-0.04, 0.04, 0.10], [-0.32, -0.02, -0.19], [-0.61, -0.15, -0.53], [0.12, 0.01, 0.03], [0.06, -0.14, 0.02], [-0.21, -0.76, 0.82], [0.72, -0.26, 1.51], [-0.10, -0.06, -0.19], [0.03, -0.08, 0.02], [0.02, 0.24, -0.02], [0.07, -0.10, -0.05], [-0.06, 0.07, -0.07], [-0.02, -0.02, -0.07], [-0.02, -0.14, -0.06], [0.03, 0.30, 0.43], [-0.43, -0.37, -0.52], [-0.79, 0.49, 0.25], [-0.89, -0.95, -0.13], [0.07, 0.06, 0.02], [0.24, -0.07, -0.05], [0.03, -0.05, 0.36], [-0.03, 0.07, 0.05], [0.01, -0.07, 0.01], [0.04, 0.03, -0.10], [0.05, 0.05, 0.07], [1.27, 1.06, -1.79], [0.08, 0.02, 0.02], [1.59, 1.65, 0.20], [-0.14, 0.18, 0.00], [0.07, 0.01, 0.08], [-0.04, 0.12, 0.04], [-0.17, 0.07, -0.01], [-0.23, -0.23, -0.21], [-0.05, 0.07, 0.03], [-0.37, -0.13, 0.21], [-0.18, -1.07, -0.02], [0.00, 0.00, -0.01], [-0.06, 0.11, -0.03], [-0.04, 0.07, 0.12], [0.21, 0.09, -0.12], [0.00, -0.01, -0.12], [0.25, -0.30, -0.08], [0.41, 0.74, -0.29], [0.01, 0.02, 0.02], [-0.56, -1.08, 2.03]]}